No. 1
{
  "formula": "H22O11",
  "method": "the ωB97M-V functional and the def2-TZVPD basis",
  "relative_energy_kj_mol": 485.3,
  "gap_ev": 9.61,
  "e_lumo_ev": -0.05,
  "energy_ev": -22876.4836,
  "fmax_ha_per_bohr": 0.1377,
  "symbols": ["O", "H", "H", "O", "H", "H", "O", "H", "H", "O", "H", "H", "O", "H", "H", "O", "H", "H", "O", "H", "H", "O", "H", "H", "O", "H", "H", "O", "H", "H", "O", "H", "H"],
  "coordinates": [[-3.4904, -0.9643, 0.1557], [-2.8934, -1.3473, -0.4343], [-3.7874, -1.5043, 0.9217], [-1.5714, -1.7393, -2.1583], [-2.1204, -2.0193, -2.8813], [-1.8674, -0.8423, -2.3743], [0.5676, 2.8857, -0.9743], [0.4186, 2.0557, -0.7283], [0.3096, 3.4787, -0.2763], [-1.5414, 0.7537, 2.8877], [-1.4764, 1.6017, 3.3417], [-1.4234, 0.7937, 1.8717], [-1.7644, 1.1827, 0.6777], [-2.2754, 1.9147, 0.5867], [-2.4694, 0.5717, 0.5107], [2.1386, 2.0217, 3.2257], [2.3326, 1.9467, 2.3437], [1.7416, 3.0687, 3.1527], [2.5726, 0.8997, 0.3917], [3.0616, 0.1017, 0.6767], [3.2346, 1.4507, 0.0077], [0.6076, 0.1807, -0.6113], [1.3546, 0.2237, 0.1257], [-0.2764, 0.0477, -0.0853], [0.5466, -0.0663, -3.2883], [0.4386, -0.9973, -3.3903], [0.6396, 0.1967, -2.3553], [-0.4404, -2.8403, 0.2707], [0.4406, -2.5123, 0.0597], [-0.8844, -2.7863, -0.6503], [2.3456, -2.5473, -0.3453], [2.7216, -3.1443, 0.2347], [2.8086, -2.0643, -0.8903]],
  "forces_ev_per_a": [[-2.283, 1.773, 2.123], [1.537, -1.934, -0.997], [0.940, 0.174, -1.181], [-1.011, 0.956, -0.422], [-0.343, -2.062, -0.752], [1.157, 1.105, 1.017], [1.274, 5.969, -2.130], [-1.036, -5.817, 1.770], [-0.160, 0.101, 0.318], [0.237, -0.986, 1.343], [0.191, -0.209, -0.546], [0.023, 0.843, 2.988], [1.757, -2.023, -3.206], [-1.659, 4.390, -0.130], [-0.935, -2.153, -0.236], [-2.527, 5.454, 2.884], [0.912, -0.980, -3.706], [1.603, -4.475, 0.823], [1.925, -0.939, 1.950], [-0.118, 0.504, 0.051], [0.535, 0.888, -0.779], [-2.027, -1.006, 3.267], [-2.575, 0.144, -2.583], [2.489, 0.266, -1.659], [0.173, 1.567, -0.802], [-0.051, -0.835, 0.544], [-0.094, -0.778, -0.048], [-1.395, 0.084, -2.238], [0.282, 0.046, 0.029], [1.046, -0.117, 2.311], [-6.194, -1.817, 2.907], [1.892, -1.519, 1.245], [4.434, 3.387, -4.154]]
}

No. 2
{
  "formula": "H22O11",
  "method": "the ωB97M-V functional and the def2-TZVPD basis",
  "relative_energy_kj_mol": 155.4,
  "gap_ev": 9.91,
  "e_lumo_ev": -0.47,
  "smiles": "O.O.O.O.O.O.O.O.O.O.O",
  "energy_ev": -22879.9030,
  "fmax_ha_per_bohr": 0.0241,
  "symbols": ["O", "H", "H", "O", "H", "H", "O", "H", "H", "O", "H", "H", "O", "H", "H", "O", "H", "H", "O", "H", "H", "O", "H", "H", "O", "H", "H", "O", "H", "H", "O", "H", "H"],
  "coordinates": [[1.8193, 0.5114, 1.0824], [2.5119, -0.0900, 0.8088], [2.1714, 0.9453, 1.8595], [-1.1319, 1.8429, -2.2553], [-0.2995, 1.8100, -1.7839], [-1.3112, 2.7772, -2.3609], [0.7378, -1.3714, 3.1247], [0.3126, -0.9843, 2.3594], [1.2073, -0.6435, 3.5321], [-0.8853, 2.4289, 1.3274], [-0.2189, 2.5395, 2.0056], [-0.9440, 3.2866, 0.9065], [-0.4936, -2.2141, -3.1509], [-1.2507, -1.9894, -3.6918], [-0.7197, -1.8952, -2.2772], [-2.2663, -2.7641, -0.6907], [-2.0530, -1.9404, -0.2522], [-3.2082, -2.7125, -0.8532], [-3.4616, 2.7794, 0.8364], [-2.6010, 2.5013, 0.5229], [-3.9629, 2.9523, 0.0395], [-0.5567, -0.4279, 0.0272], [0.3984, -0.3657, 0.0114], [-0.8286, 0.2193, 0.6779], [1.3767, 1.9565, -1.4780], [1.8269, 1.4666, -0.7898], [1.2263, 2.8217, -1.0974], [3.5828, -1.4474, 0.0506], [2.8486, -2.0604, 0.0893], [3.9264, -1.5404, -0.8380], [1.0263, -2.7206, 0.4884], [0.9548, -2.3782, 1.3794], [0.2656, -3.2932, 0.3897]],
  "forces_ev_per_a": [[-0.336, 0.692, 0.167], [0.894, -0.767, -0.389], [0.136, 0.184, 0.133], [-1.174, 0.144, -0.155], [0.598, -0.444, 0.085], [-0.118, 0.191, -0.221], [-0.078, -0.420, 0.191], [-0.311, 0.410, -0.268], [0.151, 0.049, 0.116], [0.478, -0.269, -0.014], [0.099, -0.016, 0.227], [-0.009, 0.356, -0.043], [0.413, -0.118, -0.310], [-0.144, 0.078, -0.076], [-0.192, 0.022, 0.342], [0.030, -0.308, 0.015], [0.360, 0.500, 0.170], [-0.226, -0.096, -0.082], [-0.301, 0.286, -0.010], [-0.028, -0.429, 0.015], [-0.250, -0.007, -0.176], [-0.682, -0.442, 0.036], [0.087, -0.063, -0.024], [-0.109, 0.585, -0.071], [0.292, 0.195, -0.320], [0.087, -0.250, 0.487], [0.184, 0.297, 0.135], [0.231, 0.530, 0.272], [-0.620, -0.670, 0.008], [0.126, 0.085, -0.238], [0.545, -0.043, -0.189], [0.131, -0.085, 0.499], [-0.265, -0.177, -0.312]]
}

No. 3
{
  "formula": "H22O11",
  "method": "the ωB97M-V functional and the def2-TZVPD basis",
  "relative_energy_kj_mol": 497.3,
  "gap_ev": 9.67,
  "e_lumo_ev": -0.11,
  "smiles": "O.O.O.O.O.O.O.O.O.O.O",
  "energy_ev": -22876.3601,
  "fmax_ha_per_bohr": 0.0893,
  "symbols": ["H", "H", "H", "H", "H", "H", "H", "H", "H", "H", "H", "H", "H", "H", "H", "H", "H", "H", "H", "H", "H", "H", "O", "O", "O", "O", "O", "O", "O", "O", "O", "O", "O"],
  "coordinates": [[-0.0599, 0.2009, -1.7048], [0.1306, 0.8891, -0.3630], [4.9866, 1.3573, -0.4636], [4.1794, 2.0879, -1.5241], [-1.8569, -4.3481, -0.0723], [-3.0909, -3.8147, -0.7813], [4.4772, -3.0921, 1.8879], [3.5551, -2.3599, 0.9268], [1.6635, -1.0940, 1.0947], [2.0992, -1.6346, -0.2573], [-0.8964, 1.0473, 3.0313], [-2.1156, 0.1837, 3.3102], [-0.7087, 3.2912, 1.3287], [-2.0531, 2.8817, 0.7500], [-0.3710, -2.3314, -1.2384], [-0.7339, -2.1316, -2.7008], [-3.9559, 2.1891, -0.2862], [-4.1383, 3.6962, -0.2134], [-3.7532, -0.8949, -0.5375], [-4.4933, -1.9596, 0.2554], [2.7719, 2.5245, -0.6132], [2.8041, 1.2109, 0.1506], [0.4414, 0.1400, -0.8838], [5.0821, 1.8451, -1.2895], [-2.1714, -3.5983, -0.5899], [3.5776, -2.7560, 1.8052], [1.3437, -1.2465, 0.1984], [-1.3499, 0.2524, 2.7288], [-1.4065, 3.5964, 0.7380], [-0.0619, -1.9078, -2.0471], [-3.9916, 2.9778, -0.8390], [-4.5809, -1.0570, -0.0711], [3.3121, 2.0166, 0.0025]],
  "forces_ev_per_a": [[-0.098, 0.072, -0.142], [-0.095, 0.218, 0.031], [0.064, 0.470, -0.565], [1.081, -0.439, 0.004], [0.076, 0.075, 0.001], [0.096, 0.002, -0.111], [-0.060, 0.012, 0.068], [0.041, -0.135, 0.129], [0.011, -0.401, 0.346], [-0.145, -0.047, -0.219], [0.009, -0.120, 0.049], [0.031, -0.060, -0.061], [-0.015, 0.137, -0.037], [0.054, 0.066, -0.172], [-0.008, 0.175, 0.093], [0.112, -0.205, 0.044], [-0.223, -0.078, -0.132], [-0.001, 0.063, -0.122], [0.018, -0.039, 0.048], [0.026, 0.163, 0.064], [-0.325, 0.079, 0.326], [-0.392, -0.054, -0.041], [-1.813, 3.698, -2.031], [2.133, -0.334, -1.737], [-0.206, -0.109, 0.095], [0.159, 0.051, -0.105], [2.286, -2.674, 2.649], [-0.039, 0.237, 0.017], [0.113, -0.191, 0.214], [-0.332, -0.627, -0.836], [0.084, -0.089, 0.269], [0.057, -0.080, -0.064], [-2.698, 0.161, 1.930]]
}

No. 4
{
  "formula": "H22O11",
  "method": "the ωB97M-V functional and the def2-TZVPD basis",
  "relative_energy_kj_mol": 123.7,
  "gap_ev": 10.17,
  "e_lumo_ev": -0.28,
  "smiles": "O.O.O.O.O.O.O.O.O.O.O",
  "energy_ev": -22880.2317,
  "fmax_ha_per_bohr": 0.0505,
  "symbols": ["O", "H", "H", "O", "H", "H", "O", "H", "H", "O", "H", "H", "O", "H", "H", "O", "H", "H", "O", "H", "H", "O", "H", "H", "O", "H", "H", "O", "H", "H", "O", "H", "H"],
  "coordinates": [[18.2958, 5.8580, 7.6996], [18.8017, 6.3974, 7.0983], [18.8888, 5.1522, 7.9852], [19.0334, 5.8802, 4.6651], [18.3586, 6.2351, 4.0725], [19.7723, 5.6257, 4.1171], [19.7769, 5.2076, 11.0748], [19.6517, 4.9235, 10.1787], [18.8977, 5.5329, 11.3314], [16.1989, 7.1593, 5.7942], [15.4161, 7.5590, 5.4910], [15.8780, 6.4507, 6.3669], [18.1711, 2.1507, 7.4747], [18.2721, 1.2120, 7.2650], [18.1663, 2.6904, 6.6752], [18.1543, 9.1799, 6.7842], [17.4833, 8.6066, 6.5030], [18.0203, 9.1732, 7.7253], [20.3243, 7.5795, 6.1451], [19.7554, 7.0612, 5.5767], [19.7806, 8.3855, 6.4173], [16.0755, 7.1577, 9.3253], [16.6135, 7.0145, 10.1063], [16.4705, 6.6460, 8.6233], [17.5902, 2.9818, 9.9687], [17.0471, 3.7579, 10.0079], [17.6204, 2.6796, 9.0105], [17.2894, 3.9096, 5.4606], [17.9030, 4.5007, 4.9763], [17.2556, 4.4968, 6.2789], [20.0441, 3.9973, 8.5716], [20.7652, 4.4129, 8.1322], [19.7560, 3.2885, 8.0396]],
  "forces_ev_per_a": [[-1.396, -0.171, 0.005], [0.574, 0.556, -0.244], [0.287, -0.204, 0.375], [-0.700, -0.331, -0.402], [0.034, 0.201, -0.031], [0.427, -0.100, -0.402], [-0.523, 0.839, 1.025], [-0.013, -0.628, -0.730], [0.566, -0.219, 0.037], [1.414, -0.924, 0.662], [-1.587, 0.977, -0.740], [0.238, 0.028, -0.033], [0.525, -0.443, 0.337], [-0.075, 0.429, -0.200], [-0.492, -0.172, -0.735], [1.449, 1.425, 0.374], [-1.766, -1.568, -1.079], [0.095, 0.219, 0.844], [-0.158, 1.581, 1.156], [-0.168, 0.160, -0.296], [0.766, -1.408, -0.558], [-0.640, 0.435, 0.201], [0.162, -0.082, -0.065], [0.697, -0.299, -0.135], [0.373, -0.990, -1.117], [-0.487, 0.480, -0.105], [-0.153, 0.616, 1.557], [0.462, 1.511, 1.450], [-0.164, -0.655, -0.080], [-0.203, -1.042, -0.928], [-0.029, 1.161, 1.226], [1.153, 0.436, -0.522], [-0.668, -1.816, -0.848]]
}

Q: Which formula does entry 1 have?
A: H22O11